i.
This record from the Open Molecules 2025 dataset describes C29H40N4PtS2Si2Te as an isolated structure. The level of theory is the ωB97M-V functional and the def2-TZVPD basis.

Element x y z (Å)
Pt -0.61 0.25 -0.97
C 1.18 2.88 -5.13
S -0.57 2.44 -5.11
C -0.74 1.59 -3.60
S 0.59 1.44 -2.50
N -1.96 1.13 -3.45
N -2.11 0.48 -2.26
C -3.25 -0.02 -1.94
C -3.30 -0.69 -0.63
C -4.45 -1.24 -0.10
C -4.39 -1.83 1.16
C -3.19 -1.86 1.83
C -2.07 -1.28 1.24
N -2.13 -0.72 0.05
H 1.31 3.43 -6.06
H 1.81 2.00 -5.14
H 1.44 3.52 -4.30
H -4.11 0.04 -2.60
H -5.38 -1.21 -0.66
H -5.28 -2.27 1.59
H -3.09 -2.31 2.81
H -1.10 -1.28 1.73
C -0.83 1.95 3.49
Si 0.11 1.40 5.02
C 1.22 2.79 5.63
C -1.09 0.90 6.38
C 1.23 -0.05 4.59
Te 0.21 -1.89 4.28
C 1.82 -2.94 3.34
Si 1.95 -4.74 3.81
C 0.31 -5.57 3.46
C 3.29 -5.51 2.74
C 2.40 -4.92 5.62
H -1.85 2.27 3.72
H -0.87 1.15 2.75
H -0.32 2.78 3.01
H 0.63 3.67 5.91
H 1.91 3.08 4.83
H 1.81 2.48 6.49
H -1.82 1.70 6.55
H -0.56 0.71 7.32
H -1.64 0.00 6.12
H 1.99 -0.22 5.35
H 1.73 0.20 3.65
H 2.72 -2.39 3.64
H 1.71 -2.83 2.27
H -0.02 -5.37 2.44
H -0.47 -5.21 4.14
H 0.38 -6.66 3.58
H 3.04 -5.43 1.68
H 3.43 -6.57 2.97
H 4.25 -5.01 2.89
H 1.67 -4.41 6.25
H 3.38 -4.49 5.82
H 2.43 -5.97 5.91
N 0.71 0.39 0.51
C 1.86 -0.16 0.50
C 2.94 0.32 1.44
C 2.94 1.66 1.82
C 3.90 2.14 2.70
C 4.87 1.29 3.21
C 4.89 -0.04 2.81
C 3.94 -0.52 1.92
C 2.26 -1.25 -0.46
C 1.43 -2.37 -0.61
C 1.76 -3.37 -1.51
C 2.91 -3.27 -2.28
C 3.74 -2.17 -2.14
C 3.42 -1.17 -1.22
H 2.17 2.30 1.42
H 3.89 3.19 2.98
H 5.61 1.66 3.89
H 5.65 -0.71 3.20
H 3.96 -1.56 1.61
H 0.54 -2.44 -0.01
H 1.11 -4.24 -1.61
H 3.16 -4.05 -2.99
H 4.63 -2.08 -2.74
H 4.08 -0.32 -1.10

Results
Gap between HOMO and LUMO: 6.66 eV
Total charge: 0
Highest occupied orbital energy: -7.611 eV

Löwdin population analysis, charges in e, atoms 1 to 2: 0.89, -0.45


ii.
This record from the Open Molecules 2025 dataset describes C29H40N4PtS2Si2Te as an isolated structure. The level of theory is the ωB97M-V functional and the def2-TZVPD basis.

Element x y z (Å)
Pt 0.85 0.49 -0.45
C -2.41 4.96 -1.25
S -2.89 3.25 -0.91
C -1.33 2.48 -0.69
S -1.44 0.75 -0.60
N -0.28 3.23 -0.59
N 0.86 2.48 -0.45
C 2.00 3.06 -0.36
C 3.16 2.18 -0.27
C 4.46 2.65 -0.17
C 5.50 1.73 -0.13
C 5.21 0.38 -0.17
C 3.89 -0.02 -0.26
N 2.89 0.85 -0.30
H -3.34 5.52 -1.28
H -1.90 5.03 -2.21
H -1.77 5.34 -0.46
H 2.08 4.14 -0.37
H 4.64 3.71 -0.13
H 6.52 2.07 -0.06
H 5.99 -0.37 -0.15
H 3.60 -1.07 -0.28
C -0.53 -6.11 1.00
Si -2.37 -5.95 1.28
C -2.90 -7.24 2.54
C -3.29 -6.21 -0.33
C -2.78 -4.25 1.96
Te -1.94 -2.61 0.83
C -3.75 -2.33 -0.29
Si -5.19 -1.45 0.56
C -5.28 -1.81 2.41
C -5.02 0.40 0.33
C -6.77 -2.05 -0.25
H -0.26 -7.15 0.78
H 0.04 -5.80 1.88
H -0.19 -5.49 0.17
H -2.70 -8.24 2.17
H -3.97 -7.17 2.77
H -2.35 -7.11 3.48
H -3.17 -7.23 -0.69
H -2.92 -5.53 -1.10
H -4.36 -6.03 -0.21
H -2.46 -4.15 3.00
H -3.85 -4.07 1.95
H -4.05 -3.33 -0.63
H -3.46 -1.77 -1.18
H -4.29 -1.76 2.86
H -5.71 -2.79 2.62
H -5.91 -1.06 2.89
H -4.05 0.74 0.71
H -5.79 0.93 0.89
H -5.09 0.69 -0.72
H -6.91 -3.13 -0.10
H -6.75 -1.87 -1.33
H -7.65 -1.54 0.16
N 1.05 -1.48 -0.33
C 1.44 -2.21 -1.29
C 1.85 -3.63 -1.01
C 2.48 -3.94 0.19
C 2.91 -5.24 0.45
C 2.70 -6.24 -0.49
C 2.05 -5.94 -1.68
C 1.64 -4.64 -1.94
C 1.60 -1.75 -2.71
C 0.60 -1.02 -3.34
C 0.78 -0.54 -4.63
C 1.97 -0.78 -5.30
C 2.98 -1.51 -4.68
C 2.79 -2.00 -3.40
H 2.62 -3.15 0.92
H 3.40 -5.46 1.39
H 3.03 -7.25 -0.29
H 1.87 -6.72 -2.41
H 1.15 -4.41 -2.88
H -0.34 -0.85 -2.82
H -0.02 0.02 -5.11
H 2.11 -0.40 -6.30
H 3.91 -1.70 -5.20
H 3.57 -2.59 -2.92

Results
Gap between HOMO and LUMO: 5.70 eV
Total charge: 0
Highest occupied orbital energy: -6.808 eV

Löwdin population analysis, charges in e, atoms 1 to 2: 0.91, -0.40


Which one is the least stable? From the structures above, ii.